(1)
Entry from the Open Molecules 2025 dataset: C8H16CoO4 as an isolated structure (ωB97M-V with the def2-TZVPD basis set).

XYZ file:
```
29
Properties=species:S:1:pos:R:3:forces:R:3:lowdin_charge:R:1
C -2.73819 0.65714 0.82497 1.7 2.3 1.1 -0.0541
H -2.61929 0.44044 1.89592 -0.3 -0.2 -0.3 0.1100
H -3.69144 1.16141 0.63816 0.4 0.0 0.1 0.1132
O 0.94498 -2.30927 0.52418 0.2 1.4 -0.4 -0.2826
C -0.15056 -3.15818 0.52122 -0.6 -0.5 0.3 -0.3125
C -1.32967 -2.56483 -0.24260 -0.1 -0.6 -0.4 -0.1372
O -1.42119 -1.19776 0.20852 0.0 0.1 0.4 -0.2183
C -2.57499 -0.49349 -0.00325 0.2 -0.1 -0.9 -0.1221
Co 0.46813 -0.46708 0.39928 0.1 -1.5 0.3 0.9578
H -0.48606 -3.34674 1.56161 0.1 -0.1 -0.3 0.1271
H 0.07009 -4.13858 0.05712 0.1 0.3 0.2 0.1321
H -2.26994 -3.08848 -0.02459 0.2 0.2 0.0 0.1416
H -1.16331 -2.54174 -1.32994 0.0 0.0 0.2 0.1388
H -3.05363 -0.67980 -0.96615 0.0 0.1 0.3 0.1375
C -1.43031 1.99138 0.72413 -3.0 -1.7 -0.3 -0.0647
O -0.14597 1.46530 0.47406 0.3 -0.2 0.0 -0.2475
C 0.65377 2.30409 -0.37141 0.1 0.5 -0.4 -0.1373
C 2.07553 1.80965 -0.32699 0.1 0.3 0.0 -0.1500
O 2.01931 0.40152 -0.54028 -0.1 0.3 0.1 -0.2787
C 3.27524 -0.19271 -0.85642 0.6 -0.6 -0.2 -0.0268
H -1.82941 2.55491 -0.12687 0.6 0.2 0.2 0.1160
H 0.61276 3.34511 -0.02517 -0.1 -0.2 -0.1 0.1518
H 0.24457 2.23648 -1.39031 0.1 0.1 0.2 0.1522
H 2.56127 2.02234 0.63673 -0.1 -0.1 -0.2 0.1511
H 2.65463 2.29713 -1.12353 -0.1 -0.1 0.1 0.1524
H 3.15779 -1.27486 -0.74334 0.0 0.3 0.0 0.1011
H 3.54000 0.04239 -1.89543 0.0 0.0 0.3 0.1119
H 4.04634 0.17201 -0.16424 -0.2 -0.1 -0.2 0.1128
H -1.42043 2.55220 1.66461 -0.2 -0.2 -0.3 0.1244
```
Forces are in eV/Å.

Calculated values
Energy above the lowest of the compared OMol25 structures with the same formula, charge and spin ... 0.0 kcal per mole
HOMO level (alpha / beta) ... -11.169 / -12.622 eV
E_LUMO (alpha / beta) ... -2.55 / -3.78 eV
Orbital gap (alpha / beta) ... 8.6 / 8.8 eV
Net charge ... +1
Multiplicity ... 5

=====

(2)
Entry from the Open Molecules 2025 dataset: C8H16F6PdS4Sb as an isolated structure (ωB97M-V with the def2-TZVPD basis set).

XYZ file:
```
36
Properties=species:S:1:pos:R:3:forces:R:3:lowdin_charge:R:1
Pd 0.08126 -0.32209 0.06188 -0.1 0.4 -0.1 0.5790
C -2.71561 0.72076 -0.17947 -0.1 0.0 0.0 -0.4460
C -2.74158 0.41690 1.30949 -0.1 0.0 0.1 -0.4401
S -1.10026 0.08029 2.03645 0.0 0.0 -0.1 0.9898
C -0.35218 1.74201 2.18786 -0.1 0.0 0.1 -0.4461
C 1.14436 1.56259 2.38334 0.1 0.0 0.1 -0.4402
S 1.97154 0.63719 1.04350 -0.1 0.0 0.0 0.9897
C 2.09546 1.86308 -0.30770 0.1 0.1 0.0 -0.4461
C 2.37807 1.10840 -1.59634 0.1 0.0 -0.1 -0.4402
S 1.12322 -0.14864 -2.02167 0.0 0.0 0.1 0.9898
C -0.26802 0.84197 -2.67513 0.0 0.0 -0.1 -0.4461
C -1.50791 -0.03707 -2.67023 -0.1 -0.1 -0.1 -0.4401
S -1.94861 -0.70556 -1.02869 0.1 0.0 0.0 0.9898
H -2.16470 1.63230 -0.41736 0.0 0.0 0.0 0.0841
H -3.73507 0.83772 -0.55433 0.0 0.0 0.0 0.1170
H -3.31003 -0.49133 1.51951 0.0 0.0 0.0 0.1048
H -3.20695 1.22744 1.87235 0.0 0.0 0.0 0.1165
H -0.78575 2.23714 3.05984 0.0 0.0 0.0 0.1170
H -0.59693 2.33896 1.30766 0.0 0.0 0.0 0.0841
H 1.36027 0.97413 3.27732 0.0 0.0 0.0 0.1048
H 1.64798 2.52351 2.49891 0.0 0.0 0.0 0.1165
H 2.92213 2.54114 -0.08331 0.0 0.0 0.0 0.1170
H 1.17993 2.45521 -0.35439 0.0 0.0 -0.1 0.0841
H 3.30549 0.53646 -1.52628 0.0 0.0 0.0 0.1048
H 2.48146 1.79038 -2.44166 0.0 0.0 0.0 0.1165
H -0.02728 1.14200 -3.69763 0.0 0.0 0.0 0.1170
H -0.38784 1.74856 -2.07954 -0.1 0.0 0.0 0.0841
H -1.36495 -0.92865 -3.28404 0.0 0.0 0.0 0.1048
H -2.37346 0.49462 -3.06833 0.0 0.0 0.0 0.1165
F 0.54175 -2.22110 0.42131 0.1 -0.5 0.1 -0.5162
Sb 1.04071 -4.35385 0.81970 -0.1 0.4 -0.1 1.4596
F 0.43561 -3.83149 2.50173 -0.1 0.0 0.3 -0.3350
F -0.73947 -4.51794 0.29744 -0.3 -0.1 -0.1 -0.3354
F 1.49499 -4.23449 -0.98240 0.1 0.0 -0.3 -0.3349
F 1.45188 -6.11263 1.14816 0.0 -0.1 0.0 -0.2866
F 2.67051 -3.54789 1.22207 0.3 0.1 0.1 -0.3345
```
Forces are in eV/Å.

Calculated values
Energy above the lowest of the compared OMol25 structures with the same formula, charge and spin ... 20.6 kcal per mole
HOMO level (alpha / beta) ... -17.976 / -17.910 eV
E_LUMO (alpha / beta) ... -9.93 / -10.43 eV
Orbital gap (alpha / beta) ... 8.0 / 7.5 eV
Net charge ... +2
Multiplicity ... 2

=====

(3)
Entry from the Open Molecules 2025 dataset: C8H16FeO4 as an isolated structure (ωB97M-V with the def2-TZVPD basis set).

XYZ file:
```
29
Properties=species:S:1:pos:R:3:forces:R:3:lowdin_charge:R:1
C -0.03630 0.73528 2.47007 -1.0 2.2 -1.9 -0.0568
C 1.10057 -0.06768 2.12788 1.2 0.3 0.2 -0.1185
O 1.06018 -0.71399 0.90867 0.3 -0.3 0.1 -0.1973
C 2.30938 -0.89178 0.22157 0.4 0.0 0.1 -0.1173
C 2.03493 -1.74152 -0.99338 0.4 -0.3 0.0 -0.1433
O 0.89430 -1.19304 -1.65702 0.2 0.1 0.1 -0.2875
C 0.68085 -1.70770 -2.97100 -0.1 -0.3 -0.6 -0.0224
H -0.97435 0.15851 2.44813 0.1 0.3 0.1 0.1071
H 0.11732 1.26341 3.41667 -0.2 -0.3 -0.2 0.1169
H 2.10610 0.14357 2.49453 -0.3 -0.2 -0.1 0.1325
H 3.02811 -1.39347 0.88126 -0.1 0.1 -0.1 0.1531
H 2.69321 0.09727 -0.06328 -0.1 -0.2 0.1 0.1522
H 1.82470 -2.78567 -0.71956 0.0 0.2 -0.1 0.1532
H 2.90478 -1.71320 -1.66358 -0.2 0.0 0.1 0.1523
H -0.28363 -1.32553 -3.31932 0.2 -0.1 0.1 0.1095
H 1.48366 -1.35876 -3.63338 -0.2 -0.1 0.2 0.1125
H 0.66490 -2.80585 -2.94579 0.0 0.3 0.0 0.1144
O -2.38808 -0.71088 -0.13630 1.2 0.0 -0.3 -0.2944
C -2.99054 0.49626 0.19502 -0.4 0.6 0.4 -0.3180
C -2.18170 1.67398 -0.33890 -0.6 0.2 -0.2 -0.1527
O -0.78985 1.48051 0.00725 0.4 0.5 0.0 -0.2626
C -0.34284 2.05343 1.21944 0.2 -1.8 2.4 -0.0608
Fe -0.52134 -0.52875 -0.37697 -1.9 -0.5 -0.2 0.9675
H -3.07729 0.60350 1.29662 -0.1 -0.1 -0.3 0.1192
H -4.01438 0.58791 -0.21541 0.3 -0.2 0.1 0.1327
H -2.52071 2.64349 0.04882 0.1 -0.2 -0.1 0.1354
H -2.21675 1.70161 -1.43649 0.1 0.0 0.2 0.1363
H 0.56261 2.64375 1.04559 -0.1 -0.3 0.1 0.1206
H -1.12782 2.65536 1.68887 0.2 0.0 -0.2 0.1163
```
Forces are in eV/Å.

Calculated values
Energy above the lowest of the compared OMol25 structures with the same formula, charge and spin ... 13.8 kcal per mole
HOMO level (alpha / beta) ... -11.251 / -12.704 eV
E_LUMO (alpha / beta) ... -2.51 / -3.58 eV
Orbital gap (alpha / beta) ... 8.7 / 9.1 eV
Net charge ... +1
Multiplicity ... 6

=====

(4)
Entry from the Open Molecules 2025 dataset: C8H16InS4 as an isolated structure (ωB97M-V with the def2-TZVPD basis set).

XYZ file:
```
29
Properties=species:S:1:pos:R:3:forces:R:3:lowdin_charge:R:1
In 0.01545 0.01586 0.00403 -0.1 -0.1 0.0 0.6106
C -0.54866 1.07089 -2.77973 0.0 0.1 -0.2 -0.4333
C -1.70139 1.60326 -1.90791 -0.1 0.1 -0.1 -0.4284
S -1.11162 2.26047 -0.25928 0.5 -1.0 0.1 1.0166
C -2.27228 1.71482 1.09196 -0.2 0.1 0.1 -0.4306
C -1.55629 1.10991 2.31404 0.0 0.0 0.2 -0.4306
S -1.22312 -0.71756 2.08766 0.5 0.4 -0.9 1.0119
C 0.45652 -1.16802 2.75783 0.0 -0.1 0.2 -0.4332
C 1.25314 -2.07345 1.79979 0.1 -0.1 0.0 -0.4285
S 2.21916 -1.10082 0.52762 -1.0 0.5 -0.2 1.0166
C 2.07609 -1.92080 -1.13909 0.1 -0.1 -0.1 -0.4306
C 1.71092 -0.94843 -2.27628 0.0 0.0 -0.2 -0.4306
S -0.13983 -0.71069 -2.41724 0.1 0.3 1.1 1.0119
H 0.34989 1.68830 -2.72545 0.0 0.0 0.0 0.1069
H -0.88598 1.07690 -3.81749 0.0 0.0 0.0 0.1164
H -2.49039 0.86539 -1.75193 0.0 0.0 0.0 0.1040
H -2.14649 2.45977 -2.41618 0.0 0.0 0.0 0.1173
H -3.04026 1.05597 0.68314 0.0 0.0 -0.1 0.1072
H -2.76721 2.63118 1.41839 0.0 0.0 0.0 0.1164
H -2.22635 1.18049 3.17184 0.0 0.0 0.0 0.1173
H -0.63433 1.63396 2.57347 0.0 0.0 0.0 0.1036
H 0.25367 -1.73988 3.66479 0.0 0.0 0.0 0.1164
H 1.00350 -0.27085 3.05350 0.0 0.0 0.0 0.1068
H 0.62835 -2.81698 1.30171 0.0 0.0 0.0 0.1040
H 2.00361 -2.60993 2.38208 0.0 0.0 0.0 0.1173
H 1.39942 -2.77499 -1.07977 0.0 0.0 0.1 0.1072
H 3.07559 -2.30873 -1.34338 0.0 0.0 0.0 0.1164
H 2.02053 -1.39663 -3.22129 0.0 0.0 0.0 0.1173
H 2.21186 0.01790 -2.19131 0.0 0.0 0.0 0.1036
```
Forces are in eV/Å.

Calculated values
HOMO level ... -21.741 eV
E_LUMO ... -12.01 eV
Orbital gap ... 9.7 eV
Net charge ... +3

=====

(5)
Entry from the Open Molecules 2025 dataset: an isolated ion of composition C8H16N and charge -1 (ωB97M-V with the def2-TZVPD basis set).

XYZ file:
```
25
Properties=species:S:1:pos:R:3:forces:R:3:lowdin_charge:R:1
C -0.47548 1.70882 -4.31363 0.0 0.0 0.1 -0.0733
C -0.83227 0.73272 -3.47832 0.0 0.1 0.1 -0.2046
C -0.03717 0.22951 -2.29697 -0.2 0.2 0.1 -0.4314
N -0.73836 -0.82674 -1.65112 -0.2 0.3 0.1 -0.1738
C -0.15974 -1.15917 -0.40456 -0.1 -0.2 -0.1 -0.4151
C -0.20285 -0.09295 0.72459 0.2 -0.3 0.0 -0.2114
C 0.46079 -0.57769 2.02707 -0.1 0.5 0.2 -0.4369
C -0.56861 -1.06168 3.07161 0.2 -0.2 0.0 -0.0862
C 1.31991 0.54327 2.62752 -0.1 0.0 -0.1 -0.1126
H 0.32065 2.39927 -4.04388 0.4 -0.3 -0.3 0.0335
H -0.92677 1.83092 -5.29255 -0.4 0.4 0.2 0.0186
H -1.79103 0.22989 -3.58116 0.3 -0.4 -0.4 0.0743
H 0.19632 1.11183 -1.65192 0.0 0.0 -0.1 0.0844
H 0.96598 -0.06979 -2.71153 0.0 0.0 0.1 0.0913
H -0.70475 -2.03002 -0.00267 0.1 -0.1 0.0 0.0861
H 0.91893 -1.49475 -0.46600 0.0 0.1 0.0 0.0878
H -1.25643 0.13242 0.90736 0.0 0.2 0.0 0.0958
H 0.27964 0.83073 0.39750 0.0 0.0 -0.1 0.0794
H 1.13624 -1.40063 1.77593 -0.1 -0.1 0.0 0.1115
H -1.59101 -0.94555 2.71446 0.0 0.0 0.0 0.0632
H -0.42106 -2.11204 3.33276 -0.1 0.0 -0.1 0.0619
H -0.47307 -0.50418 4.00696 -0.1 0.1 0.0 0.0558
H 0.74474 1.47318 2.64566 0.0 0.0 0.1 0.0728
H 1.63363 0.32303 3.65174 0.1 0.0 0.0 0.0590
H 2.20174 0.72960 2.01117 0.0 0.0 0.0 0.0697
```
Forces are in eV/Å.

Calculated values
Energy above the lowest of the compared OMol25 structures with the same formula, charge and spin ... 0.0 kcal per mole
HOMO level ... -1.475 eV
E_LUMO ... 3.66 eV
Orbital gap ... 5.1 eV
Net charge ... -1

=====

(6)
Entry from the Open Molecules 2025 dataset: one molecule with the formula C8H16N2 (ωB97M-V with the def2-TZVPD basis set).

XYZ file:
```
26
Properties=species:S:1:pos:R:3:forces:R:3:lowdin_charge:R:1
C -2.37154 -0.87303 -0.49157 -0.8 0.2 0.4 -0.0491
C 0.32670 0.66869 -0.04188 1.4 0.4 0.7 -0.3481
C 0.66788 -0.85688 0.15468 0.3 1.3 -1.1 -0.5704
C -3.45310 0.09527 -0.76693 -1.3 -0.8 0.0 -0.0924
C -0.11214 1.32922 1.28451 1.3 1.4 -1.1 -0.0646
C 1.53902 1.48066 -0.45601 0.2 2.9 -0.2 -0.1044
C 1.82076 -1.07575 1.07445 0.9 1.7 0.3 -0.0474
C 0.94202 -1.62660 -1.13351 -2.4 1.4 0.2 -0.0174
N -1.56649 -1.09565 0.37343 0.6 -0.4 -2.3 -0.0137
N -0.46110 -1.47083 0.77742 -1.5 -1.1 2.3 0.0468
H -0.31581 0.82899 -0.87981 -1.1 -0.4 -0.4 0.1108
H -4.05811 0.21579 0.11204 -0.5 -0.4 0.8 0.0618
H -4.22226 -0.24438 -1.55278 1.7 0.9 0.7 0.1002
H -3.06797 1.10249 -0.78073 0.3 0.4 -1.1 0.0675
H 0.86918 1.35915 1.74739 -0.2 0.0 1.1 0.0599
H -0.84206 0.90198 1.91696 -0.7 -0.8 0.4 0.0576
H -0.33577 2.41239 1.14633 -0.1 -0.7 -0.2 0.0921
H 2.33498 1.69098 0.26347 0.2 -1.2 0.1 0.0824
H 1.32943 2.58249 -0.63584 -0.8 -1.0 0.2 0.0986
H 1.89635 1.26991 -1.42995 0.9 -1.0 -0.8 0.0632
H 1.98874 -2.12245 1.15317 0.0 -0.9 0.7 0.0751
H 1.57622 -0.54637 2.01669 0.6 -0.8 -0.2 0.0910
H 2.75830 -0.66906 0.63851 -0.6 0.0 0.3 0.0958
H 0.66903 -2.63268 -0.99927 0.3 -1.5 0.3 0.0780
H 1.83020 -1.44413 -1.61781 2.6 0.1 -0.4 0.0598
H 0.25755 -1.28021 -1.87296 -1.0 0.3 -0.7 0.0670
```
Forces are in eV/Å.

Calculated values
Energy above the lowest of the compared OMol25 structures with the same formula, charge and spin ... 101.8 kcal per mole
HOMO level ... -7.981 eV
E_LUMO ... 0.65 eV
Orbital gap ... 8.6 eV
Net charge ... 0

=====

(7)
Entry from the Open Molecules 2025 dataset: C8H16N2O4 as an isolated structure (ωB97M-V with the def2-TZVPD basis set).

XYZ file:
```
30
Properties=species:S:1:pos:R:3:forces:R:3:lowdin_charge:R:1
C 0.11989 -2.09046 -2.06646 -2.4 0.4 -0.6 -0.1085
C 1.00643 -2.28830 -0.68713 1.5 -0.3 -4.2 -0.1649
C 0.95354 -1.32181 1.29569 1.6 1.4 2.6 -0.5543
C 0.23836 -0.55906 2.35440 1.5 2.5 1.1 -0.0075
C 1.18697 0.85025 2.26030 -3.1 -0.4 0.8 -0.0490
C 0.31442 1.68801 1.34355 -1.5 1.0 2.3 -0.5759
C -0.12276 1.94620 -1.21893 -1.3 1.0 5.2 -0.0339
C -1.68754 2.10477 -0.96539 2.1 -4.6 1.4 -0.0509
H -1.04635 -0.38761 -2.24725 1.3 -0.4 -0.6 0.0500
H 0.35999 -2.71519 -2.86273 2.2 -0.3 -1.7 0.0508
H -0.95910 -2.58541 -2.17475 1.5 1.2 2.0 0.1443
H 2.09689 -1.73445 -0.62198 -2.7 -1.3 -1.1 0.1666
H 1.34309 -3.43258 -0.40794 -1.6 2.7 -0.8 0.1744
H -0.73113 -1.15453 -0.16396 1.8 -0.9 1.7 0.1602
H 0.34681 -0.85079 3.49872 -0.8 0.1 -2.8 0.1647
H -0.74111 -0.22270 1.86713 0.8 -0.8 1.8 0.1143
H 1.00188 1.36470 3.14789 0.4 0.5 2.0 0.0797
H 2.22922 0.70191 2.03630 -0.1 -0.2 -0.2 0.1078
H 0.64803 0.01627 0.23318 -0.3 5.1 -2.0 0.1531
H 0.33443 1.39366 -2.00972 -0.7 -0.4 -0.7 0.0671
H 0.10900 3.05691 -1.32793 0.8 -1.4 0.7 0.1288
H -2.08228 2.47193 -1.84148 -1.6 -0.8 -2.9 0.0579
H -2.18659 2.76781 -0.30430 1.0 0.4 1.8 0.0824
H -2.87101 0.34525 0.50951 3.9 1.6 -4.5 0.2580
N 0.18872 -1.59622 0.21013 -0.4 -1.0 0.5 -0.0233
N 0.47893 1.19439 0.14560 0.2 -0.5 -4.9 0.0676
O -0.18179 -0.64457 -2.68395 -0.1 -2.7 2.5 -0.1471
O 2.21549 -1.33729 1.29928 -2.7 -1.8 -0.2 -0.0025
O -0.55354 2.50035 1.79377 2.4 -1.2 -1.5 -0.0081
O -2.00889 0.51855 -0.41155 -3.8 1.3 2.2 -0.3020
```
Forces are in eV/Å.

Calculated values
Energy above the lowest of the compared OMol25 structures with the same formula, charge and spin ... 233.7 kcal per mole
HOMO level ... -9.051 eV
E_LUMO ... -0.11 eV
Orbital gap ... 8.9 eV
Net charge ... 0

=====

(8)
Entry from the Open Molecules 2025 dataset: one molecule with the formula C8H16N2O4 (ωB97M-V with the def2-TZVPD basis set).

XYZ file:
```
30
Properties=species:S:1:pos:R:3:forces:R:3:lowdin_charge:R:1
C -1.67312 3.38097 1.10424 0.3 0.3 -0.2 -0.1073
C -0.77075 3.54856 -0.11599 -0.5 -0.5 0.2 -0.2188
C 0.15302 2.35871 -0.37613 0.1 0.6 0.3 -0.2205
O -0.31235 1.46304 -1.34739 0.0 0.0 -0.4 -0.1040
C -1.43077 0.74446 -0.95355 -0.2 -0.1 -0.1 -0.2581
N -1.61085 -0.33952 -1.91002 0.6 0.1 0.4 0.0993
C -0.42502 -1.06616 -2.21335 0.1 -1.1 -1.6 -0.4989
O -0.27200 -1.63759 -3.27261 -0.2 0.9 1.7 0.1496
O 0.52247 -1.12639 -1.22147 -0.1 0.4 -0.3 -0.0291
C 0.31893 -2.22358 -0.34692 0.1 -0.2 0.6 -0.1786
C 1.43489 -2.17515 0.68447 -0.3 -0.5 -0.7 -0.0868
C 1.82178 -3.54954 1.18675 -0.7 -1.5 0.0 -0.4582
N 3.00991 -3.61108 2.01763 -0.5 0.1 -0.3 0.0894
O 1.19091 -4.55773 0.91496 1.0 1.6 0.4 0.1031
H -1.05989 3.32687 1.99611 0.0 -0.2 0.3 0.0725
H -2.31755 4.24388 1.21439 -0.2 0.2 0.0 0.0691
H -2.30761 2.50985 1.03416 -0.1 -0.3 0.1 0.0563
H -1.39066 3.67161 -0.99812 0.0 0.2 -0.3 0.1124
H -0.18990 4.44797 0.03002 0.2 0.3 -0.1 0.1032
H 0.34039 1.83543 0.56437 0.1 -0.2 0.2 0.1211
H 1.10196 2.72742 -0.73545 0.3 -0.1 -0.2 0.1219
H -1.33646 0.39656 0.08152 0.3 -0.1 0.2 0.1265
H -2.32098 1.36928 -1.00382 -0.3 0.0 0.0 0.1265
H -2.28049 -0.99428 -1.52491 -0.4 -0.1 -0.4 0.1364
H 0.34352 -3.16921 -0.87416 0.0 -0.1 -0.3 0.1287
H -0.63988 -2.15087 0.16577 -0.3 0.1 -0.1 0.1304
H 1.15621 -1.52135 1.49981 0.2 0.2 0.4 0.1252
H 2.30093 -1.76002 0.18111 0.3 0.2 0.0 0.1291
H 3.76537 -3.21887 1.46442 0.2 -0.1 0.0 0.0807
H 2.87796 -2.92327 2.75417 0.1 0.0 0.2 0.0790
```
Forces are in eV/Å.

Calculated values
Energy above the lowest of the compared OMol25 structures with the same formula, charge and spin ... 52.9 kcal per mole
HOMO level ... -9.930 eV
E_LUMO ... 0.42 eV
SMILES string ... CCCOCNC(=O)OCCC(N)=O
Orbital gap ... 10.3 eV
Net charge ... 0

=====

One value per record, in order, for E_tot: -1997.78281; -2873.96047; -1878.73965; -2096.20644; -369.09450; -423.77742; -724.57333; -724.86145 Eh.
One value per record, in order, for max |F|: 0.0680; 0.0094; 0.0605; 0.0220; 0.0128; 0.0566; 0.1205; 0.0380 hartree/bohr.
One value per record, in order, for molecular weight: 235.15; 582.65; 232.06; 355.30; 126.22; 140.23; 204.23; 204.23 g/mol.